DFT (ωB97M-V/def2-TZVPD) results for the molecule C20H22N2 in a non-equilibrium geometry.

For the energy relative to the best compared isomer or geometry (same formula, charge and spin), the calculation gives 0.0 kcal/mol. For the LUMO energy, the calculation gives 0.79 eV. The calculation puts the energy at -24077.4380 eV. As for the HOMO-LUMO gap: 7.839 eV. The SMILES is CCn1c2ccccc2c2ccc3c(c21)C(C)=CC(C)(C)N3.

Each line ends with the natural charge from an NBO analysis.
Geometry (Å):
C (-2.1348, -0.2343, -2.9631)  -0.617
C (-1.9551, -0.7434, -1.5277)  -0.203
N (-0.5327, -1.0607, -1.3229)  -0.403
C (0.2526, -1.7908, -2.2764)  0.136
C (-0.1051, -2.6736, -3.2876)  -0.241
C (0.9293, -3.1586, -4.0902)  -0.216
C (2.2582, -2.7365, -3.9398)  -0.231
C (2.5928, -1.8635, -2.8968)  -0.201
C (1.5546, -1.3976, -2.0862)  -0.010
C (1.6056, -0.5231, -0.9579)  -0.173
C (2.7215, 0.0482, -0.3560)  -0.130
C (2.5287, 0.8549, 0.7819)  -0.317
C (1.2448, 0.9014, 1.3690)  0.315
C (0.1320, 0.2024, 0.8411)  -0.241
C (0.3091, -0.3997, -0.4265)  0.292
C (-1.0652, 0.1085, 1.6986)  0.019
C (-2.0237, -1.0600, 1.6075)  -0.641
C (-1.2217, 0.9906, 2.7345)  -0.205
C (-0.1948, 2.0550, 2.9737)  0.064
C (-0.5886, 3.3835, 2.2928)  -0.617
C (-0.0677, 2.3271, 4.4703)  -0.596
N (1.1225, 1.6129, 2.5477)  -0.615
H (-2.1086, -1.0545, -3.6941)  0.210
H (-3.1186, 0.2257, -3.0048)  0.210
H (-1.3836, 0.5197, -3.2232)  0.219
H (-2.2447, 0.0815, -0.8799)  0.212
H (-2.6606, -1.5702, -1.3041)  0.195
H (-1.1150, -3.0015, -3.4959)  0.216
H (0.6715, -3.8938, -4.8382)  0.211
H (3.0582, -3.0710, -4.6017)  0.213
H (3.6085, -1.5752, -2.7746)  0.210
H (3.7143, -0.1195, -0.7131)  0.210
H (3.3498, 1.3853, 1.2734)  0.206
H (-2.8845, -0.8649, 0.9249)  0.213
H (-1.4963, -1.9686, 1.2053)  0.224
H (-2.4313, -1.2874, 2.5876)  0.222
H (-2.0317, 0.8693, 3.4475)  0.208
H (-1.2765, 3.9962, 2.9387)  0.207
H (0.2807, 3.9704, 2.2003)  0.204
H (-1.0922, 3.2153, 1.3349)  0.219
H (0.6854, 3.1039, 4.6836)  0.204
H (0.2370, 1.3916, 5.0003)  0.219
H (-1.0285, 2.6152, 4.9085)  0.210
H (1.9040, 2.1899, 2.8384)  0.389

DFT (ωB97M-V/def2-TZVPD) results for a cluster of 5 separate species, C15H39IN3O4 in total in a non-equilibrium geometry.

For the energy relative to the best compared isomer or geometry (same formula, charge and spin), the calculation gives 0.0 kcal/mol. For the LUMO energy, the calculation gives -3.79 eV. The calculation puts the energy at -36940.2139 eV. As for the HOMO-LUMO gap: 7.738 eV. As for the charge: +1.

Each line ends with the natural charge from an NBO analysis.
Geometry (Å):
C (5.8377, -0.5775, -0.3860)  -0.420
C (5.2985, -0.1805, -1.5429)  -0.169
C (4.5425, 1.0736, -1.8001)  -0.271
N (4.5870, 2.0033, -0.6608)  -0.650
C (3.7445, 3.0888, -0.7649)  0.745
N (4.2378, 4.2582, -0.4301)  -0.691
N (2.4652, 2.9598, -1.2114)  -0.612
C (1.4774, 2.4917, -0.1983)  -0.220
C (1.4510, 0.9851, 0.0427)  -0.455
C (0.9883, 0.1609, -1.1615)  -0.511
I (-1.0294, -0.5257, -0.7894)  0.076
H (5.9656, -1.6332, -0.1967)  0.222
H (6.2109, 0.1044, 0.3680)  0.195
H (5.3628, -0.8419, -2.3972)  0.236
H (4.9801, 1.6053, -2.6492)  0.216
H (3.5424, 0.7737, -2.1120)  0.230
H (4.5067, 1.5361, 0.2405)  0.426
H (3.6589, 5.0222, -0.1159)  0.430
H (5.2341, 4.4095, -0.4583)  0.439
H (2.1466, 3.7820, -1.7106)  0.413
H (1.6509, 2.9742, 0.7632)  0.198
H (0.4928, 2.7839, -0.5509)  0.247
H (0.7608, 0.8430, 0.8678)  0.245
H (2.4213, 0.6060, 0.3640)  0.206
H (1.5998, -0.7144, -1.3319)  0.245
H (0.9272, 0.7241, -2.0857)  0.221
C (2.7826, -3.8979, -4.2708)  -0.635
C (2.4029, -2.9653, -3.1386)  -0.067
O (2.9602, -1.6562, -3.3278)  -0.747
H (3.8666, -3.9902, -4.3398)  0.216
H (2.3557, -4.8892, -4.1201)  0.226
H (2.4244, -3.5108, -5.2273)  0.203
H (2.7748, -3.3451, -2.1880)  0.181
H (1.3146, -2.8647, -3.0698)  0.164
H (2.6099, -1.3387, -4.1658)  0.466
C (-3.5271, -1.1848, 2.9373)  -0.631
C (-2.3219, -0.8293, 3.7865)  -0.059
O (-1.4449, -1.9393, 3.9545)  -0.717
H (-4.0837, -2.0092, 3.3827)  0.217
H (-4.1957, -0.3296, 2.8276)  0.213
H (-3.2108, -1.5091, 1.9426)  0.195
H (-2.6283, -0.5239, 4.7854)  0.181
H (-1.7689, 0.0014, 3.3306)  0.143
H (-1.1544, -2.2190, 3.0820)  0.458
C (-3.0291, 4.4810, -1.4979)  -0.636
C (-2.0024, 4.5650, -0.3863)  -0.062
O (-0.7514, 5.0865, -0.8591)  -0.753
H (-2.6590, 3.8570, -2.3119)  0.212
H (-3.9666, 4.0608, -1.1339)  0.227
H (-3.2331, 5.4714, -1.9101)  0.206
H (-1.7874, 3.5735, 0.0126)  0.170
H (-2.3697, 5.1883, 0.4335)  0.169
H (-0.9168, 5.9677, -1.2058)  0.471
C (-7.2571, -5.1135, 4.2063)  -0.634
C (-6.3190, -4.5143, 3.1756)  -0.061
O (-6.8834, -3.3650, 2.5470)  -0.720
H (-8.2046, -5.3870, 3.7421)  0.215
H (-6.8214, -6.0024, 4.6642)  0.216
H (-7.4745, -4.3914, 4.9968)  0.198
H (-6.1174, -5.2298, 2.3802)  0.178
H (-5.3643, -4.2447, 3.6416)  0.151
H (-7.0605, -2.7144, 3.2317)  0.459

DFT (ωB97M-V/def2-TZVPD) results for a structure of composition C11H20AsN3O7RhS3 in a non-equilibrium geometry.

For the energy relative to the best compared isomer or geometry (same formula, charge and spin), the calculation gives 0.0 kcal/mol. For the LUMO energy, the calculation gives -3.81 eV. The calculation puts the energy at -126880.0247 eV. As for the HOMO-LUMO gap: 8.564 eV. As for the charge: +1.

Each line ends with the natural charge from an NBO analysis.
Geometry (Å):
Rh (0.3272, -0.4609, 0.4973)  1.065
N (0.8026, -1.8562, 1.9558)  -0.544
N (0.5437, -3.1774, 1.5050)  -0.440
C (0.5298, -3.3065, 0.1612)  0.405
N (-0.0037, -4.3582, -0.4048)  -0.716
S (1.4043, -2.1105, -0.7326)  -0.031
H (1.7299, -1.8523, 2.3717)  0.411
H (0.1059, -1.5878, 2.6495)  0.423
H (-0.0576, -3.7334, 2.0948)  0.414
H (-0.6890, -4.9244, 0.0776)  0.433
H (-0.0611, -4.3680, -1.4129)  0.445
O (-1.6163, -1.6902, -2.3555)  -1.009
As (-2.4127, -1.8555, -0.8164)  2.452
O (-3.0620, -3.3333, -0.6932)  -1.117
O (-1.1986, -1.6555, 0.4109)  -1.075
C (-3.6111, -0.3904, -0.5350)  -0.454
C (-4.9571, -0.6949, -0.6552)  -0.167
C (-5.9184, 0.2900, -0.4481)  -0.167
C (-5.5392, 1.5773, -0.1184)  -0.184
C (-4.1937, 1.8992, 0.0167)  -0.179
C (-3.2365, 0.9191, -0.1829)  -0.267
S (-1.5617, 1.3913, 0.0907)  2.364
O (-0.7071, 0.5933, -0.8951)  -0.946
O (-1.4424, 2.7999, -0.0524)  -0.886
O (-1.1060, 0.8058, 1.4002)  -0.917
H (-1.2108, -0.8154, -2.4463)  0.512
H (-5.2506, -1.7066, -0.9056)  0.254
H (-6.9670, 0.0451, -0.5495)  0.236
H (-6.2884, 2.3419, 0.0353)  0.236
H (-3.8883, 2.9040, 0.2744)  0.253
C (5.1015, 0.0032, -0.6468)  -0.623
C (4.3504, 0.7238, 0.4645)  -0.593
S (2.6556, 1.0567, -0.0547)  1.201
O (1.7407, 1.0659, 1.1991)  -0.933
C (2.8028, 2.7419, -0.6538)  -0.589
C (3.0761, 3.7627, 0.4432)  -0.634
H (6.1199, -0.2035, -0.3207)  0.242
H (5.1635, 0.6098, -1.5516)  0.220
H (4.6224, -0.9422, -0.9011)  0.225
H (4.8292, 1.6594, 0.7514)  0.239
H (4.2366, 0.1143, 1.3619)  0.243
H (1.8517, 2.9314, -1.1534)  0.255
H (3.5825, 2.6913, -1.4179)  0.243
H (2.4612, 3.5596, 1.3199)  0.240
H (2.8186, 4.7568, 0.0820)  0.243
H (4.1232, 3.7790, 0.7408)  0.215